(1)
ORCA calculation (ωB97M-V/def2-TZVPD) on a structure of composition C4H8N2O.

Output
HOMO level in eV: -7.071
M in g mol⁻¹: 100.12
Frontier orbital gap in eV: 7.74
LUMO level in eV: 0.67
E_tot in eV: -9300.488

Cartesian coordinates (Å):
N: 1.236947 -1.946570 1.065691
C: 1.055013 -0.530635 0.830441
C: -0.239349 -0.052311 -1.171006
C: -1.177082 0.915705 -0.716424
O: -0.814487 2.210143 -0.762690
C: -0.029020 0.091451 1.421865
N: -1.012069 0.705412 1.649809
H: 1.839838 -2.337019 0.348755
H: 1.715530 -2.107073 1.950389
H: 1.942742 0.107361 0.760077
H: -0.520193 -1.098220 -1.166930
H: 0.699744 0.276661 -1.593487
H: -2.181131 0.642499 -0.418386
H: -1.115695 0.412003 -2.017893
H: -1.400787 2.710593 -0.180211

Cartesian forces, eV/Å:
N 0.200 -0.052 -0.014
C -0.027 0.303 0.163
C -0.082 0.066 0.008
C 0.017 -0.221 0.034
O -0.107 0.083 0.064
C -0.516 0.395 0.106
N 0.752 -0.457 -0.231
H -0.131 0.012 0.053
H -0.113 -0.054 -0.122
H -0.136 -0.107 0.028
H 0.046 0.158 0.020
H -0.115 -0.033 0.069
H 0.141 0.008 -0.045
H 0.009 -0.071 -0.063
H 0.063 -0.031 -0.068

---

(2)
ORCA calculation (ωB97M-V/def2-TZVPD) on a structure of composition C29H37NO5P2PdS.

Output
HOMO level in eV: -0.533
M in g mol⁻¹: 680.05
Frontier orbital gap in eV: 5.04
Net charge: -2
LUMO level in eV: 4.50
E_tot in eV: -75295.677

Cartesian coordinates (Å):
Pd: -0.856285 1.327192 0.472734
C: 1.712854 4.652265 2.808379
P: 0.786008 3.257913 1.964002
C: 1.906461 3.101792 0.518007
C: 1.404482 1.849979 3.020942
C: 2.713514 1.796752 3.481603
C: 3.167819 0.754982 4.283814
C: 2.289634 -0.249202 4.649299
C: 0.976168 -0.213223 4.191959
C: 0.517482 0.811568 3.368111
P: -1.132035 0.773443 2.505666
C: -2.095247 1.844735 3.663278
C: -1.820028 -0.850969 3.039005
H: 2.796857 4.523353 2.880143
H: 1.305009 4.816006 3.808390
H: 1.518888 5.551500 2.218078
H: 2.958041 3.192603 0.810825
H: 1.653498 3.894344 -0.190499
H: 1.739049 2.152613 0.008188
H: 3.411091 2.575493 3.195496
H: 4.202875 0.728519 4.606645
H: 2.624066 -1.075237 5.267934
H: 0.313195 -1.025757 4.459882
H: -1.996320 1.551733 4.715017
H: -3.145839 1.797386 3.368573
H: -1.760405 2.874439 3.534111
H: -1.666703 -1.112097 4.090710
H: -1.435034 -1.636216 2.387918
H: -2.897593 -0.781830 2.867644
C: -5.145290 -2.562268 -2.277173
C: -4.602219 -1.164667 -2.142397
C: -4.391948 -0.594196 -0.890536
C: -3.844777 0.672751 -0.764239
C: -3.498064 1.399584 -1.895852
C: -3.726537 0.853162 -3.150684
C: -4.268238 -0.420218 -3.268767
S: -2.656365 2.978445 -1.696952
O: -2.914799 3.675698 -2.954095
O: -3.230560 3.563000 -0.504087
N: -1.157446 2.607701 -1.465145
C: -0.485633 2.112342 -2.661842
C: 0.594347 1.044571 -2.403968
O: 1.223799 0.655011 -3.412167
O: 0.736428 0.608142 -1.229579
H: -5.492787 -2.940594 -1.314589
H: -4.380388 -3.252075 -2.643283
H: -5.983526 -2.603030 -2.977927
H: -4.631206 -1.162580 0.002426
H: -3.635364 1.103221 0.207982
H: -3.483531 1.436209 -4.029993
H: -4.426774 -0.843125 -4.257005
H: -0.020892 2.925191 -3.229840
H: -1.176838 1.630552 -3.367940
C: 5.236718 -3.661053 -1.629438
C: 3.813319 -3.175066 -1.540856
C: 3.285576 -2.733821 -0.337693
C: 1.977638 -2.262689 -0.233339
C: 1.510583 -1.706669 1.080723
C: 1.183190 -2.244646 -1.386246
C: -0.226236 -1.751718 -1.321527
O: -0.892870 -1.746987 -0.317173
C: 1.709739 -2.644044 -2.622347
C: 0.927898 -2.516907 -3.902537
C: 3.014174 -3.119852 -2.675229
H: 5.672808 -3.779801 -0.636670
H: 5.861491 -2.957547 -2.185840
H: 5.297390 -4.623682 -2.143185
H: 3.910014 -2.731393 0.550974
H: 2.346106 -1.659403 1.782661
H: 0.711032 -2.306685 1.514745
H: 1.091031 -0.704814 0.945132
H: -0.652530 -1.416973 -2.279619
H: 0.799459 -1.455745 -4.137972
H: -0.059492 -2.977576 -3.840276
H: 1.471706 -2.998781 -4.717921
H: 3.418361 -3.431054 -3.634565

Cartesian forces, eV/Å:
Pd 0.120 0.092 -0.071
C 0.005 0.018 -0.005
P 0.025 -0.028 0.092
C 0.080 0.055 -0.055
C -0.056 0.030 0.022
C 0.029 0.052 0.018
C 0.006 -0.001 -0.002
C -0.028 -0.004 -0.010
C 0.016 -0.002 0.006
C -0.040 -0.081 -0.044
P 0.044 0.160 -0.075
C -0.020 -0.008 0.120
C -0.086 -0.040 0.002
H 0.009 0.005 -0.004
H 0.010 -0.015 0.008
H -0.004 0.002 0.004
H -0.008 -0.002 -0.004
H 0.014 0.001 0.013
H -0.045 -0.036 0.018
H 0.006 -0.004 0.006
H -0.004 0.002 0.006
H 0.004 0.005 0.001
H 0.012 -0.008 -0.005
H 0.015 -0.011 -0.015
H 0.001 0.004 -0.002
H 0.012 -0.003 -0.006
H -0.014 0.054 0.010
H 0.040 0.000 0.023
H 0.014 -0.022 -0.058
C -0.041 -0.062 0.006
C 0.027 0.042 -0.012
C 0.013 0.008 0.009
C 0.079 -0.008 0.006
C -0.136 0.022 -0.011
C -0.012 0.056 -0.039
C -0.026 -0.040 -0.029
S 0.128 -0.058 0.028
O 0.014 -0.024 0.013
O -0.085 0.102 -0.013
N -0.167 -0.122 0.029
C 0.027 -0.030 -0.006
C -0.011 0.069 -0.100
O -0.059 0.024 0.004
O -0.005 0.035 0.042
H 0.001 0.007 -0.001
H 0.015 0.018 0.004
H 0.007 0.010 -0.003
H 0.003 -0.009 -0.003
H -0.021 -0.011 0.008
H 0.004 0.008 0.020
H -0.004 -0.010 0.010
H 0.042 -0.014 0.008
H 0.041 0.001 -0.008
C 0.023 -0.022 -0.013
C 0.032 0.000 -0.040
C -0.101 -0.005 0.032
C 0.126 0.009 -0.055
C 0.010 -0.017 0.038
C -0.113 0.064 -0.029
C 0.381 0.135 -0.116
O -0.340 -0.346 0.164
C 0.043 -0.034 0.110
C -0.039 -0.017 -0.054
C -0.042 -0.015 0.003
H -0.002 0.003 0.003
H -0.016 0.014 0.003
H -0.006 -0.002 0.001
H 0.008 0.000 -0.002
H -0.023 0.028 0.005
H 0.029 -0.044 0.022
H 0.029 -0.016 -0.056
H -0.038 0.044 -0.011
H 0.034 -0.011 0.018
H -0.003 -0.018 0.014
H -0.006 0.023 -0.003
H 0.024 -0.003 0.006

---

(3)
ORCA calculation (ωB97M-V/def2-TZVPD) on a structure of composition C52H45AsBrGeNSTc in a non-equilibrium geometry.

Output
HOMO level in eV: -10.211
M in g mol⁻¹: 1041.44
Frontier orbital gap in eV: 6.20
Net charge: +1
LUMO level in eV: -4.01
E_tot in eV: -256562.747

Cartesian coordinates (Å):
Tc: 1.589046 -0.574474 1.153054
S: 2.707964 -2.313825 0.042050
C: 3.201074 -1.650571 -1.498418
C: 4.333575 -2.198663 -2.110904
C: 4.772437 -1.723911 -3.329826
C: 4.076825 -0.709601 -3.978843
C: 2.935512 -0.190011 -3.401752
C: 2.502560 -0.636317 -2.150933
As: 0.882008 0.220218 -1.481550
C: -0.071584 0.029471 -3.156083
C: -0.575060 1.140253 -3.817001
C: -1.008486 1.012697 -5.128000
C: -0.922741 -0.212551 -5.773996
C: -0.414211 -1.322184 -5.111236
C: 0.012388 -1.202394 -3.799100
C: 1.429814 2.078772 -1.349453
C: 0.567483 2.958046 -0.841395
C: 1.021215 4.197397 -0.151585
C: 2.527600 4.548662 -0.314161
C: 3.283686 3.662087 -1.246529
C: 2.816697 2.475485 -1.625540
H: 4.848662 -3.008248 -1.611156
H: 5.660327 -2.146399 -3.781134
H: 4.421761 -0.328833 -4.930343
H: 2.373785 0.578608 -3.920149
H: -0.608253 2.098570 -3.314171
H: -1.393001 1.878131 -5.651258
H: -1.238380 -0.300003 -6.805328
H: -0.341047 -2.276662 -5.615173
H: 0.427245 -2.058006 -3.278771
H: -0.476466 2.704923 -0.738043
H: 0.334142 5.028563 -0.301726
H: 2.718379 5.596305 -0.536831
H: 4.272591 3.988053 -1.544907
H: 3.436302 1.823349 -2.222867
C: -0.882060 0.191539 3.211050
N: 0.312724 -0.658418 3.109731
C: -0.083198 -2.081542 3.117802
C: 1.128421 -0.404647 4.306762
C: 2.482046 -0.988507 4.103493
C: 3.338257 -1.242715 5.162326
C: 4.642051 -1.643913 4.913303
C: 5.079848 -1.740105 3.604077
C: 4.207566 -1.503533 2.547211
C: 2.871446 -1.155573 2.776398
H: -1.480920 -0.104026 4.078331
H: -1.490051 0.092607 2.323610
H: -0.581524 1.227416 3.340730
H: -0.757269 -2.281092 3.956578
H: 0.802802 -2.703874 3.218257
H: -0.581303 -2.328107 2.183911
H: 0.628884 -0.811403 5.192874
H: 1.232020 0.674828 4.436251
H: 2.990230 -1.113339 6.180409
H: 5.314559 -1.862670 5.731977
H: 6.103122 -2.018363 3.387532
H: 4.607475 -1.591001 1.549152
Br: 3.277454 5.796281 2.256232
C: 2.767490 4.208063 1.205428
C: 3.732863 3.113087 1.494655
C: 3.340270 1.845470 1.600645
C: 1.922209 1.440360 1.607575
C: 0.995405 2.399942 1.656072
C: 1.269748 3.849275 1.374296
H: 4.777126 3.389279 1.573676
H: 4.092261 1.081249 1.759059
H: -0.058652 2.155626 1.726257
H: 0.718818 4.495502 2.056369
C: -0.071173 -0.525867 0.138763
Ge: -2.080986 -0.901383 -0.141721
C: -2.724128 -2.431495 -1.253612
C: -2.650287 -2.423241 -2.643279
C: -3.238376 -3.428510 -3.396671
C: -3.910957 -4.466315 -2.772308
C: -4.007236 -4.476651 -1.389396
C: -3.425032 -3.467388 -0.636753
C: -3.216731 -1.162013 1.494249
C: -3.070006 -2.203620 2.412619
C: -4.040046 -2.466505 3.366741
C: -5.196995 -1.702846 3.416858
C: -5.371818 -0.679149 2.501018
C: -4.394249 -0.416900 1.549830
C: -2.790973 0.824819 -0.796262
C: -3.460261 0.994724 -2.002939
C: -4.061375 2.207913 -2.313569
C: -4.020746 3.260718 -1.411742
C: -3.381135 3.098083 -0.189731
C: -2.771694 1.888625 0.108035
H: -2.143625 -1.622138 -3.155251
H: -3.168755 -3.397400 -4.477136
H: -4.363825 -5.257374 -3.355048
H: -4.540269 -5.272888 -0.885994
H: -3.538681 -3.489208 0.434315
H: -2.194893 -2.838388 2.387274
H: -3.896659 -3.279355 4.067655
H: -5.958066 -1.908631 4.157777
H: -6.274268 -0.081786 2.513158
H: -4.564418 0.382304 0.843815
H: -3.539755 0.167548 -2.698558
H: -4.579598 2.324822 -3.257172
H: -4.504906 4.199552 -1.647114
H: -3.362613 3.905755 0.531757
H: -2.309433 1.749557 1.081422

Cartesian forces, eV/Å:
Tc -2.501 0.768 -0.151
S 0.409 -0.021 0.406
C -0.435 0.263 -0.104
C -0.010 -0.041 0.000
C 0.019 -0.051 0.042
C -0.038 0.055 -0.043
C -0.057 0.042 -0.015
C 0.107 -0.170 0.028
As 0.788 0.416 -0.684
C -0.237 -0.085 0.011
C -0.049 0.055 0.259
C -0.030 0.025 -0.058
C 0.002 -0.007 -0.030
C 0.022 0.034 0.029
C 0.124 0.003 0.091
C -0.239 -0.059 -0.040
C -0.148 -0.039 -0.071
C 0.003 0.023 -0.106
C 0.054 -0.030 -0.029
C -0.064 0.049 0.090
C 0.231 -0.019 -0.151
H 0.054 0.035 0.001
H -0.008 -0.015 -0.004
H -0.017 -0.015 -0.012
H 0.068 0.010 -0.042
H -0.034 0.034 -0.057
H -0.006 -0.006 0.007
H -0.022 -0.001 0.007
H -0.003 -0.002 0.003
H -0.010 -0.030 -0.068
H -0.227 -0.099 0.132
H 0.016 0.009 0.037
H -0.033 0.008 0.069
H 0.027 -0.097 -0.029
H 0.025 0.055 0.014
C -0.052 0.216 0.049
N 0.288 0.088 -0.483
C 0.239 -0.062 -0.078
C 0.296 -0.003 0.163
C -0.181 0.081 -0.033
C -0.010 0.033 -0.009
C 0.033 0.016 -0.007
C -0.004 0.070 0.025
C 0.204 -0.075 0.021
C -0.080 -0.508 -0.250
H 0.009 -0.066 -0.018
H 0.008 0.038 0.082
H 0.044 -0.070 0.028
H 0.013 0.070 -0.018
H 0.028 0.019 -0.027
H 0.338 0.093 0.090
H -0.092 0.042 -0.031
H -0.088 0.010 -0.055
H -0.005 -0.001 0.001
H -0.014 0.017 0.014
H 0.004 0.002 0.017
H -0.081 -0.059 0.002
Br -0.078 -0.212 -0.174
C 0.025 0.226 0.120
C -0.017 0.068 0.052
C 0.249 0.037 0.113
C 0.195 -0.428 -0.260
C -0.207 -0.032 0.259
C 0.033 -0.191 0.112
H 0.023 -0.069 -0.058
H 0.010 0.032 0.013
H 0.038 -0.022 -0.222
H 0.038 0.078 -0.054
C 1.220 -0.522 1.349
Ge -0.675 0.018 -0.040
C 0.394 0.449 0.215
C -0.063 0.032 -0.010
C 0.050 0.005 -0.111
C -0.006 0.002 0.068
C 0.006 -0.065 0.022
C 0.090 0.005 -0.052
C 0.194 -0.184 -0.280
C -0.054 -0.097 -0.060
C 0.011 -0.035 0.057
C -0.034 0.079 0.006
C -0.005 -0.026 0.041
C 0.088 0.061 -0.023
C 0.225 -0.257 0.090
C 0.042 -0.128 -0.043
C -0.050 0.034 -0.061
C -0.010 0.013 0.004
C 0.110 -0.001 0.031
C 0.144 0.055 -0.030
H -0.087 0.010 0.000
H -0.007 0.008 -0.002
H -0.009 0.014 -0.015
H -0.006 -0.002 -0.014
H -0.018 -0.043 0.076
H -0.468 -0.055 -0.057
H -0.002 -0.016 -0.011
H 0.004 -0.013 0.003
H 0.000 -0.005 0.015
H -0.085 -0.018 -0.003
H 0.015 0.049 -0.030
H -0.001 -0.005 0.011
H 0.007 -0.005 -0.022
H -0.025 -0.003 -0.014
H 0.022 0.107 -0.025

---

(4)
ORCA calculation (ωB97M-V/def2-TZVPD) on a cluster of 2 separate species, C2H2Cl6 in total in a non-equilibrium geometry.

Output
Structure (SMILES): ClC(Cl)Cl.ClC(Cl)Cl
HOMO level in eV: -11.214
M in g mol⁻¹: 238.76
Frontier orbital gap in eV: 11.47
LUMO level in eV: 0.26
E_tot in eV: -77240.402

Cartesian coordinates (Å):
Cl: -1.810987 -3.415610 -9.972176
C: -0.512996 -4.408734 -9.258057
Cl: 0.586939 -5.089100 -10.536696
Cl: -1.117379 -5.718245 -8.160965
H: 0.077054 -3.724063 -8.594744
Cl: -0.605147 -2.844799 -5.547374
C: -1.982552 -1.623923 -5.565176
Cl: -1.722436 -0.623034 -7.114205
Cl: -2.299699 -0.763172 -4.146170
H: -2.863210 -2.218066 -5.858827

Cartesian forces, eV/Å:
Cl 0.406 -0.657 0.261
C 0.728 0.280 0.610
Cl -0.831 0.454 0.888
Cl 0.166 0.733 -0.855
H -0.489 -0.781 -0.860
Cl -0.824 0.966 0.505
C 0.119 -1.543 -3.007
Cl -0.120 -0.253 1.409
Cl 0.325 0.502 0.597
H 0.520 0.298 0.451

---

> HOMO level of number 3 (C52H45AsBrGeNSTc)?

-10.211 eV